{
  "formula": "C35H45BrFNO29S",
  "method": "wB97M-V/def2-TZVPD",
  "de_lowest_kcal_mol": 133.05,
  "homo_energy_ev": -8.1,
  "largest_force_ev_per_a": 4.74,
  "orbital_gap_ev": 7.68,
  "charge": 0,
  "mol_weight_g_mol": 1074.69,
  "elements": ["O", "S", "O", "F", "N", "Br", "C", "C", "C", "C", "C", "C", "C", "C", "H", "H", "H", "H", "H", "H", "H", "H", "H", "C", "C", "O", "C", "O", "O", "H", "H", "H", "H", "C", "C", "O", "C", "O", "O", "H", "H", "H", "H", "C", "C", "O", "C", "O", "O", "H", "H", "H", "H", "C", "C", "O", "C", "O", "O", "H", "H", "H", "H", "C", "C", "O", "C", "O", "O", "H", "H", "H", "H", "C", "C", "O", "C", "O", "O", "H", "H", "H", "H", "C", "C", "O", "C", "O", "O", "H", "H", "H", "H", "C", "C", "O", "C", "O", "O", "H", "H", "H", "H", "C", "C", "O", "C", "O", "O", "H", "H", "H", "H"],
  "positions_angstrom": [[4.212, -2.418, -1.586], [2.811, -2.721, -2.007], [2.659, -3.036, -3.474], [2.239, -4.097, -1.176], [1.679, -1.447, -1.558], [1.410, -1.705, 0.284], [0.449, -1.740, -2.376], [-0.884, -0.981, -1.888], [-2.014, -2.094, -1.658], [-3.272, -2.169, -2.602], [-4.368, -3.281, -2.422], [-4.216, -4.351, -1.282], [-3.006, -4.288, -0.312], [-1.944, -3.163, -0.538], [0.210, -2.866, -2.402], [0.664, -1.379, -3.452], [-0.740, -0.263, -1.015], [-1.256, -0.334, -2.771], [-3.378, -1.410, -3.462], [-5.252, -3.300, -3.150], [-4.979, -5.185, -1.147], [-2.858, -5.054, 0.545], [-1.049, -3.184, 0.188], [0.509, 4.329, -2.849], [0.730, 2.873, -3.088], [-0.311, 2.259, -2.335], [-1.304, 3.184, -2.202], [-2.396, 2.945, -1.766], [-0.896, 4.411, -2.626], [0.803, 4.942, -3.706], [1.030, 4.689, -1.958], [0.613, 2.598, -4.141], [1.709, 2.539, -2.741], [-1.373, 8.353, -5.385], [-2.032, 7.036, -5.107], [-0.962, 6.110, -5.234], [0.189, 6.796, -5.011], [1.266, 6.283, -4.877], [-0.035, 8.136, -4.958], [-1.830, 9.174, -4.830], [-1.368, 8.603, -6.450], [-2.435, 6.975, -4.092], [-2.829, 6.811, -5.818], [3.682, 7.187, -1.050], [5.118, 6.892, -1.355], [5.166, 5.472, -1.331], [3.906, 5.023, -1.582], [3.629, 3.873, -1.797], [3.004, 6.045, -1.557], [3.329, 8.096, -1.539], [3.489, 7.264, 0.024], [5.414, 7.239, -2.350], [5.798, 7.317, -0.615], [2.316, -7.442, -3.477], [1.304, -6.612, -2.749], [0.395, -7.582, -2.244], [1.073, -8.759, -2.160], [0.654, -9.743, -1.619], [2.288, -8.674, -2.769], [3.313, -7.001, -3.451], [2.036, -7.626, -4.519], [1.738, -6.065, -1.909], [0.793, -5.906, -3.405], [0.186, -6.669, 3.271], [-0.244, -6.523, 1.843], [-1.517, -5.898, 1.953], [-1.541, -5.249, 3.151], [-2.398, -4.485, 3.488], [-0.464, -5.581, 3.915], [1.269, -6.600, 3.390], [-0.161, -7.604, 3.720], [0.421, -5.871, 1.269], [-0.326, -7.484, 1.332], [1.658, 7.384, 3.170], [0.351, 6.793, 2.743], [-0.181, 7.789, 1.876], [0.870, 8.515, 1.407], [0.793, 9.325, 0.527], [2.021, 8.202, 2.066], [2.417, 6.624, 3.355], [1.561, 8.014, 4.060], [0.477, 5.864, 2.180], [-0.318, 6.611, 3.584], [1.624, -6.001, 7.303], [3.063, -6.298, 7.010], [3.109, -7.717, 7.040], [1.850, -8.165, 6.779], [1.571, -9.309, 6.565], [0.950, -7.143, 6.793], [1.277, -5.092, 6.808], [1.422, -5.920, 8.375], [3.369, -5.955, 6.017], [3.737, -5.872, 7.755], [3.627, 5.449, 7.287], [4.607, 5.404, 6.154], [3.884, 4.729, 5.133], [2.561, 4.903, 5.397], [1.677, 4.606, 4.643], [2.370, 5.459, 6.624], [3.746, 6.339, 7.907], [3.683, 4.562, 7.925], [4.878, 6.401, 5.795], [5.517, 4.861, 6.411], [-8.714, -3.442, -3.573], [-9.655, -3.151, -2.444], [-9.207, -4.027, -1.420], [-7.901, -4.311, -1.677], [-7.174, -4.887, -0.920], [-7.530, -3.854, -2.905], [-8.523, -2.565, -4.195], [-9.063, -4.260, -4.210], [-9.575, -2.120, -2.087], [-10.694, -3.356, -2.705]]
}